Entry 1:
# C16H30N8O2S2V

A structure of composition C16H30N8O2S2V (wB97M-V/def2-TZVPD, OMol25).

Each line ends with the natural charge from an NBO analysis.
Atoms and positions in Å:
V -0.6109 1.1735 -1.1858  1.1971
N -0.3034 0.9418 1.7009  -0.8283
C 0.9063 0.1262 1.7769  -0.1523
C 1.8355 0.5460 2.9387  -0.4059
C 3.2550 -0.0364 3.0232  -0.4101
C 3.4412 -1.5287 2.7569  -0.2527
N 2.6648 -2.3795 3.6491  -0.5592
C 2.4406 -3.6698 3.4431  0.6774
N 2.8581 -4.2686 2.3283  -0.7651
N 1.7090 -4.3689 4.3109  -0.7583
C 1.5523 0.1343 0.3665  0.8024
O 2.5930 -0.4275 0.1253  -0.5380
O 0.8009 0.6954 -0.5127  -0.6817
H -0.0443 1.9297 1.6520  0.3828
H -0.8586 0.8393 2.5470  0.3957
H 0.6011 -0.9201 1.9382  0.2150
H 1.2925 0.3058 3.8579  0.2090
H 1.9442 1.6344 2.9122  0.2348
H 3.6312 0.2086 4.0180  0.2303
H 3.8973 0.4730 2.3041  0.2512
H 4.5089 -1.7476 2.8656  0.2242
H 3.1571 -1.7331 1.7242  0.2326
H 2.4550 -1.9954 4.5590  0.4194
H 3.5249 -3.8293 1.7151  0.4358
H 2.6610 -5.2444 2.1774  0.4283
H 1.3701 -3.9728 5.1724  0.4289
H 1.5611 -5.3554 4.1732  0.4273
S -0.0793 1.8641 -3.2458  0.1065
C -0.2255 3.4795 -2.6319  -0.2496
S -0.4319 3.4134 -0.9171  0.0493
C -0.2063 4.6024 -3.4145  -0.2799
C -0.2246 4.4399 -4.8188  0.2416
N -0.3420 4.2209 -5.9369  -0.2119
C -0.2150 5.8969 -2.8561  0.2374
N -0.2124 6.9377 -2.3771  -0.2008
C -3.1521 1.3100 0.0904  -0.4283
N -2.6857 1.2178 -1.3015  -0.5160
C -3.2765 2.3464 -2.0440  -0.4217
C -3.2045 -0.0207 -1.9204  -0.2367
C -2.3520 -1.2225 -1.5458  -0.2404
N -0.9589 -0.9757 -1.9231  -0.4815
C -0.7612 -1.1713 -3.3638  -0.4281
C -0.0967 -1.9361 -1.2341  -0.4128
H -4.2482 1.3049 0.1378  0.2336
H -2.7960 2.2436 0.5317  0.2364
H -2.7768 0.4716 0.6828  0.2173
H -4.3546 2.1963 -2.1708  0.2232
H -2.8273 2.4253 -3.0365  0.2370
H -3.1229 3.2801 -1.4991  0.2407
H -3.1850 0.0986 -3.0074  0.2354
H -4.2480 -0.1973 -1.6237  0.2377
H -2.7442 -2.1167 -2.0485  0.2345
H -2.3937 -1.3944 -0.4653  0.2095
H -1.0404 -2.1901 -3.6521  0.2170
H 0.2897 -1.0175 -3.6082  0.2345
H -1.3500 -0.4736 -3.9565  0.2290
H -0.3286 -2.9592 -1.5530  0.2163
H -0.2393 -1.8655 -0.1532  0.1938
H 0.9472 -1.7368 -1.4765  0.2361

The orbital gap (spin up / spin down) comes out at 6.448 / 7.172 eV. The multiplicity is 2. The electronic energy comes out at -80439.4939 eV. As for the HOMO energy (spin up / spin down): -13.6368 / -13.6968 eV. The value obtained for the energy above the lowest of the compared OMol25 structures with the same formula, charge and spin is 1.385 eV. The total charge is +2.

=====

Entry 2:
# C49H58AsN6O3RuS

A structure of composition C49H58AsN6O3RuS (wB97M-V/def2-TZVPD, OMol25).

Each line ends with the Mulliken spin population.
Atoms and positions in Å:
Ru 0.1073 -0.7956 0.1881  2.1838
C 0.1966 0.7088 3.5971  -0.0027
N -1.1704 1.0755 3.2474  0.0113
C -1.5818 2.3720 3.8026  0.0019
C -1.9623 0.3109 2.5183  -0.0114
N -1.4504 -0.7123 1.7100  0.1083
C -1.8896 -1.9571 2.0285  0.1167
C -2.4106 -2.2236 3.3323  0.1022
C -2.6248 -3.4982 3.7892  0.0181
C -2.3353 -4.5877 2.9702  0.2468
C -1.9105 -4.3961 1.6413  -0.0408
C -1.7476 -5.5233 0.8211  0.1748
C -1.4735 -5.3725 -0.5288  0.0030
C -1.4113 -4.1039 -1.0689  0.0844
C -1.5700 -2.9476 -0.2824  0.0354
N -1.5490 -1.6926 -0.8998  -0.0956
C -2.2902 -1.5330 -2.0129  0.0147
N -1.9159 -0.7128 -3.0139  -0.0113
C -2.8952 0.0380 -3.7976  0.0013
C -0.5636 -0.6993 -3.5628  -0.0069
N -3.4845 -2.1482 -2.1216  0.0149
C -4.0003 -2.6058 -3.4168  -0.0004
C -4.2885 -2.5645 -0.9793  -0.0032
C -1.7424 -3.0758 1.1167  0.0842
N -3.2873 0.4815 2.5349  0.0064
C -4.1333 -0.0263 1.4603  0.0216
C -4.0407 0.8912 3.7265  0.0062
H 0.2670 0.5529 4.6749  0.0006
H 0.8490 1.5381 3.3297  -0.0108
H 0.5160 -0.1792 3.0752  0.0374
H -0.7534 3.0606 3.6630  0.0013
H -1.7919 2.2949 4.8682  -0.0002
H -2.4440 2.7590 3.2696  -0.0004
H -2.5458 -1.4025 4.0242  0.0007
H -2.9740 -3.6560 4.8012  0.0017
H -2.4703 -5.5974 3.3372  -0.0084
H -1.8590 -6.5089 1.2547  0.0017
H -1.3322 -6.2398 -1.1598  0.0023
H -1.2271 -3.9756 -2.1292  -0.0007
H -3.8342 0.1154 -3.2554  -0.0001
H -3.0756 -0.4161 -4.7730  0.0009
H -2.5013 1.0398 -3.9645  0.0002
H 0.0777 -1.3496 -2.9805  0.0265
H -0.1544 0.3135 -3.5688  -0.0004
H -0.5907 -1.0664 -4.5915  0.0013
H -3.2051 -2.6223 -4.1568  0.0000
H -4.8203 -1.9836 -3.7749  0.0008
H -4.3714 -3.6225 -3.2884  0.0003
H -3.9515 -2.0638 -0.0791  0.0120
H -4.2343 -3.6454 -0.8312  0.0010
H -5.3274 -2.2938 -1.1685  -0.0004
H -3.5556 -0.1473 0.5496  -0.0065
H -4.9311 0.6957 1.2864  -0.0017
H -4.5885 -0.9794 1.7408  0.0017
H -3.3936 0.9645 4.5931  -0.0006
H -4.7908 0.1233 3.9219  0.0010
H -4.5485 1.8426 3.5694  -0.0001
O 7.2269 0.0657 -4.5644  0.0003
C 6.2651 0.7748 -3.9640  0.0016
O 6.3071 1.9718 -3.9254  0.0229
C 5.1161 0.0341 -3.3210  0.0982
C 3.9842 0.8009 -3.0563  -0.0377
C 2.9065 0.2473 -2.4042  0.0388
C 2.9462 -1.0841 -1.9879  0.0355
S 1.6640 -1.8239 -1.0948  0.4680
C 4.0640 -1.8743 -2.2915  0.0993
C 5.1423 -1.3074 -2.9522  -0.0328
H 7.0283 -0.8779 -4.6084  0.0004
H 3.9811 1.8361 -3.3710  -0.0018
H 2.0195 0.8293 -2.2346  0.0572
H 4.0937 -2.9136 -1.9908  0.0030
H 6.0115 -1.9272 -3.1394  -0.0002
C -2.6188 4.8683 1.3516  0.0011
C -1.2715 5.0987 1.5950  -0.0005
C -0.3240 4.1369 1.2621  -0.0004
C -0.7364 2.9346 0.6990  0.0090
C -2.0855 2.7038 0.4505  0.0106
C -3.0278 3.6706 0.7745  0.0017
As 0.5355 1.7082 -0.0956  0.0029
C 2.2705 2.4924 0.1903  0.0277
C 3.0887 2.3879 1.2956  0.0227
C 4.3242 3.0372 1.2921  -0.0001
C 4.7338 3.7656 0.1741  0.0034
C 3.9163 3.8705 -0.9342  -0.0022
C 2.6673 3.2410 -0.9369  0.0095
C 1.6918 3.3083 -2.0291  -0.0022
C 1.8181 4.0752 -3.1928  0.0004
C 0.7877 4.0955 -4.1132  0.0016
C -0.3887 3.3764 -3.8815  -0.0004
C -0.5256 2.6047 -2.7276  0.0036
C 0.5192 2.5599 -1.8316  -0.0036
H -3.3487 5.6299 1.5929  0.0000
H -0.9530 6.0382 2.0285  -0.0001
H 0.7283 4.3390 1.4239  0.0003
H -2.3987 1.7855 -0.0349  0.0025
H -4.0762 3.5061 0.5562  0.0001
H 2.7921 1.8113 2.1584  0.0048
H 4.9693 2.9729 2.1592  0.0002
H 5.6985 4.2554 0.1743  0.0001
H 4.2496 4.4398 -1.7935  -0.0003
H 2.7086 4.6660 -3.3719  -0.0002
H 0.8845 4.6931 -5.0095  0.0000
H -1.2006 3.4343 -4.5956  0.0000
H -1.4479 2.0749 -2.5258  0.0037
C 4.4378 -1.8349 1.0790  0.0128
C 3.3874 -0.8350 1.5196  0.0091
O 2.1268 -1.4243 1.9032  -0.0170
C 2.3029 -2.2955 3.0378  0.0090
C 1.0405 -3.0654 3.3294  0.0203
H 5.1975 -1.3099 0.4969  0.0008
H 3.9994 -2.6102 0.4493  -0.0051
H 4.9469 -2.3125 1.9144  -0.0006
H 3.1500 -0.1437 0.7153  -0.0120
H 3.7565 -0.2445 2.3650  0.0112
H 2.6092 -1.6874 3.8975  -0.0013
H 3.1114 -2.9933 2.8229  0.0014
H 0.2409 -2.4244 3.6979  -0.0031
H 1.2430 -3.8100 4.1001  0.0003
H 0.7000 -3.5943 2.4360  0.0007

The orbital gap (spin up / spin down) comes out at 6.744 / 4.772 eV. The multiplicity is 5. The electronic energy comes out at -141068.9103 eV. As for the HOMO energy (spin up / spin down): -15.0897 / -15.0869 eV. The total charge is +3.

=====

Entry 3:
# C15H16AuN4O2

A structure of composition C15H16AuN4O2 (wB97M-V/def2-TZVPD, OMol25).

Each line ends with the natural charge from an NBO analysis.
Atoms and positions in Å:
Au -0.0800 -0.1301 -0.2589  0.9020
O -0.8648 1.1477 3.6910  -0.6463
C -0.6351 1.0094 2.4897  0.6006
N 0.1415 0.1249 1.8898  -0.8100
C 0.8878 -0.8911 2.6028  -0.2854
C 1.6625 -1.6304 1.5422  0.2924
C 3.0331 -1.6735 1.5400  -0.2239
C 3.7433 -2.0960 0.4320  -0.0901
C 3.0483 -2.4558 -0.6904  -0.2440
C 1.6689 -2.4810 -0.6440  0.0831
N 0.9636 -2.0884 0.4241  -0.3648
C -1.3064 1.9861 1.4909  0.1339
C -2.0314 3.0449 2.0119  -0.2086
C -2.6365 3.9394 1.1487  -0.1391
C -2.5110 3.7544 -0.2171  -0.2422
C -1.7796 2.6748 -0.6749  0.0511
N -1.1854 1.8114 0.1561  -0.5333
H 0.2436 -1.5585 3.1930  0.2148
H 1.6017 -0.4561 3.3091  0.2324
H 3.5477 -1.3048 2.4166  0.2561
H 4.8250 -2.1106 0.4474  0.2506
H 3.5464 -2.7609 -1.5991  0.2577
H 1.0718 -2.8544 -1.4644  0.2407
H -2.0953 3.1319 3.0869  0.2628
H -3.2018 4.7759 1.5380  0.2333
H -2.9691 4.4330 -0.9228  0.2372
H -1.6553 2.4882 -1.7326  0.2094
N -3.7452 -2.0208 0.4105  -0.7810
C -2.4360 -2.0281 0.1343  0.6866
O -2.0001 -1.6144 -0.9398  -0.6721
C -1.5207 -2.5339 1.2351  -0.5504
C -0.2008 -3.0529 0.6815  -0.1922
H -4.3869 -1.6601 -0.2771  0.4226
H -4.1157 -2.3781 1.2736  0.4100
H -1.9918 -3.3669 1.7617  0.2518
H -1.4031 -1.7227 1.9508  0.2823
H -0.4075 -3.5008 -0.2865  0.2397
H 0.2086 -3.8222 1.3307  0.2325

The orbital gap (spin up / spin down) comes out at 6.306 / 6.307 eV. The multiplicity is 1. The electronic energy comes out at -29554.9837 eV. As for the HOMO energy (spin up / spin down): -10.7970 / -10.7974 eV. The value obtained for the energy above the lowest of the compared OMol25 structures with the same formula, charge and spin is 1.403 eV. The total charge is +1.

=====

Entry 4:
# C4H3NO2

An isolated molecule of C4H3NO2 (wB97M-V/def2-TZVPD, OMol25).

Each line ends with the natural charge from an NBO analysis.
Atoms and positions in Å:
C -0.6964 1.0107 0.1042  -0.5732
C 0.0089 0.1343 0.9454  0.2310
C 0.6470 -1.1111 -0.7932  -0.1004
C -0.8144 0.9697 -1.2362  0.8365
N 0.8565 -0.8331 0.5014  -0.0752
O 1.5412 -1.5092 1.3332  -0.6006
O -1.3061 1.1342 -2.2617  -0.3843
H -1.4272 1.6651 0.4688  0.2631
H 0.0695 0.4749 2.0852  0.2558
H 1.1211 -1.9355 -1.1471  0.1473

The orbital gap comes out at 6.469 eV. The multiplicity is 1. The electronic energy comes out at -9774.5296 eV. As for the HOMO energy: -8.3380 eV. The value obtained for the energy above the lowest of the compared OMol25 structures with the same formula, charge and spin is 7.157 eV. The total charge is 0.